1.
18
Properties=species:S:1:pos:R:3:forces:R:3:lowdin_charge:R:1 method="wB97M-V/def2-TZVPD" smiles=C[C@@H](CO)NCO total_charge=0 max_force_ev_per_a=4.6
C -0.3246 1.3641 -0.2657 0.38 4.42 -1.14 -0.079
C -0.0677 0.1056 0.4483 -0.67 0.77 0.04 -0.447
C -0.7929 -0.0654 1.8002 -1.03 -0.93 -1.09 -0.247
O -0.2022 0.6692 2.8123 -0.02 1.13 2.80 -0.086
N -0.1317 -0.9639 -0.4738 -2.09 -2.13 -2.98 -0.040
C 0.9044 -1.0118 -1.5353 0.43 -2.87 1.71 -0.320
O 0.6117 -0.2427 -2.6380 -0.11 1.38 -1.54 -0.075
H -0.3935 2.2936 0.3571 -0.18 -0.91 0.06 0.090
H -1.2286 1.3188 -0.8463 -0.90 -0.22 0.04 0.069
H 0.3656 1.7731 -1.0968 -0.26 -1.49 1.40 0.106
H 0.9120 0.0232 0.7060 3.21 0.43 1.25 0.102
H -1.8229 0.3077 1.7268 -0.22 -0.73 -0.32 0.123
H -0.6870 -1.1266 2.0553 -0.64 -0.09 -0.27 0.120
H -0.7774 0.6275 3.6561 1.41 0.03 -2.30 0.140
H -1.0713 -1.0132 -1.0073 1.83 0.11 1.28 0.158
H 0.8809 -2.1250 -1.8881 0.52 1.67 0.76 0.135
H 1.9057 -0.7436 -1.0479 -1.20 -0.41 -0.64 0.141
H 1.2477 -0.3549 -3.3766 -0.48 -0.15 0.95 0.110

=====

2.
18
Properties=species:S:1:pos:R:3:forces:R:3:lowdin_charge:R:1 method="wB97M-V/def2-TZVPD" smiles="CC(C)C(N)=O.O" total_charge=0 max_force_ev_per_a=1.1
C -1.5304 0.8669 1.2756 0.35 0.46 0.09 -0.063
C -0.2509 0.2639 0.6582 -1.07 -0.13 0.05 -0.352
C -0.4444 -1.2125 0.3030 0.25 -0.80 0.24 -0.077
C 0.3464 1.0111 -0.5166 0.50 0.27 0.32 -0.544
N -0.3913 0.9683 -1.6500 -0.58 -0.23 -0.03 0.179
O 1.4317 1.5635 -0.4534 0.02 -0.17 -0.10 0.044
H -2.3990 1.0072 0.6251 0.21 -0.29 -0.13 0.077
H -1.7903 0.2133 2.1035 -0.34 -0.08 0.05 0.076
H -1.3078 1.8439 1.7212 -0.02 -0.10 -0.16 0.083
H 0.4367 0.3024 1.4895 0.69 0.15 -0.14 0.129
H 0.3377 -1.5887 -0.3691 -0.08 0.11 0.25 0.069
H -1.4016 -1.5064 -0.1313 -0.16 0.49 -0.17 0.077
H -0.3893 -1.7952 1.2304 0.08 0.02 -0.15 0.085
H -1.2694 0.4803 -1.6055 0.04 -0.04 -0.26 0.099
H -0.0071 1.1849 -2.5534 0.09 0.21 0.15 0.114
O 2.9249 -1.6140 -0.6788 -0.17 0.77 0.11 -0.067
H 2.8077 -0.9415 0.0136 0.09 -0.37 -0.04 0.035
H 2.8966 -1.0475 -1.4620 0.08 -0.27 -0.07 0.037

=====

The records above yield energy above the lowest of the compared OMol25 structures with the same formula, charge and spin values of 251.8 17.5 kJ/mol, respectively.
The records above yield E_HOMO values of -0.33036 -0.36210 hartree, respectively.
The records above yield LUMO energy values of 0.9 0.8 eV, respectively.